# C24H25IrN5O2Si

C24H25IrN5O2Si as an isolated structure at a distorted geometry (wB97M-V/def2-TZVPD, OMol25).

Electronic energy ... -47553.3155 eV
Gap between HOMO and LUMO ... 7.97 eV
Energy relative to the best compared isomer or geometry (same formula, charge and spin) ... 90.8 kJ/mol

```
! RIJCOSX wB97M-V def2-TZVPD def2/J DEFGRID3
* xyz 1 1
Ir -0.054 0.719 0.463
O -0.415 4.794 0.650
C -0.071 3.656 0.494
N -0.847 2.560 0.135
C -2.220 2.631 -0.086
O -2.910 3.607 -0.176
C -2.815 1.236 -0.220
C -4.129 1.092 -0.598
C -4.640 -0.184 -0.794
C -3.802 -1.268 -0.609
C -2.494 -1.048 -0.219
N -2.006 0.179 -0.011
C 1.382 3.237 0.689
C 2.350 4.211 0.777
C 3.685 3.840 0.760
C 3.991 2.499 0.625
C 2.963 1.573 0.571
N 1.674 1.921 0.644
H -4.712 1.991 -0.743
H -5.669 -0.327 -1.098
H -4.144 -2.282 -0.765
H -1.813 -1.869 -0.066
H 2.023 5.241 0.823
H 4.469 4.583 0.819
H 5.014 2.156 0.559
H 3.175 0.526 0.462
C 2.353 -0.877 2.823
C 0.889 -0.796 3.048
N -0.055 -0.361 2.212
C -1.278 -0.534 2.869
C -1.056 -1.078 4.083
N 0.301 -1.230 4.178
H 2.555 -0.719 1.766
H 2.732 -1.861 3.100
H 2.889 -0.126 3.405
H -2.210 -0.234 2.426
H -1.731 -1.348 4.875
H 0.793 -1.618 4.965
C 0.513 -2.842 0.402
Si 0.839 -1.243 -0.533
C 2.659 -1.334 -0.962
C -0.038 -1.318 -2.199
C -0.425 -0.156 -2.877
C -1.067 -0.215 -4.107
C -1.334 -1.445 -4.691
C -0.949 -2.611 -4.046
C -0.306 -2.545 -2.815
H 0.761 -3.695 -0.235
H -0.509 -2.971 0.759
H 1.166 -2.909 1.276
H 2.771 -2.282 -1.498
H 3.359 -1.366 -0.119
H 2.963 -0.541 -1.647
H -0.220 0.820 -2.449
H -1.353 0.699 -4.612
H -1.834 -1.495 -5.649
H -1.146 -3.573 -4.501
H -0.017 -3.471 -2.330
*
```

---

# C24H25N9O4PdS

C24H25N9O4PdS as an isolated structure at a distorted geometry (wB97M-V/def2-TZVPD, OMol25).

Electronic energy ... -61208.1367 eV
Gap between HOMO and LUMO ... 5.41 eV
Energy relative to the best compared isomer or geometry (same formula, charge and spin) ... 9.7 kJ/mol

```
! RIJCOSX wB97M-V def2-TZVPD def2/J DEFGRID3
* xyz 0 1
Pd 0.954 -0.661 -0.303
O 2.574 -1.344 -1.143
C 3.297 -2.375 -0.740
C 4.650 -2.368 -1.131
C 5.501 -3.392 -0.789
C 5.043 -4.469 -0.033
C 3.725 -4.491 0.359
C 2.829 -3.467 0.020
C 1.435 -3.575 0.434
N 0.496 -2.636 0.389
C -0.677 -3.221 0.821
C -0.445 -4.514 1.138
N 0.888 -4.723 0.889
H 4.996 -1.523 -1.710
H 6.537 -3.350 -1.100
H 5.710 -5.271 0.248
H 3.384 -5.324 0.962
H -1.614 -2.702 0.851
H -1.095 -5.290 1.498
H 1.375 -5.594 0.998
C 0.699 -0.776 -3.334
N 0.377 -0.268 -4.654
C 1.192 0.920 -4.914
N 0.945 1.974 -3.926
C 1.257 1.451 -2.612
N 0.436 0.251 -2.278
C -0.998 0.641 -2.368
N -1.326 1.157 -3.681
C -1.033 0.125 -4.678
C -0.479 2.319 -3.960
H 1.746 -1.061 -3.272
H 0.079 -1.648 -3.114
H 0.954 1.303 -5.908
H 2.247 0.644 -4.887
H 1.057 2.219 -1.861
H 2.307 1.158 -2.562
H -1.201 1.396 -1.607
H -1.604 -0.244 -2.160
H -1.280 0.509 -5.668
H -1.653 -0.752 -4.478
H -0.678 3.094 -3.217
H -0.728 2.711 -4.947
O -6.168 2.984 6.412
S -5.090 2.043 6.217
O -5.385 0.934 5.333
O -4.326 1.699 7.401
C -3.844 2.998 5.280
N -3.643 4.282 5.585
C -2.708 4.918 4.902
C -1.951 4.314 3.901
C -2.235 2.978 3.672
N -3.169 2.332 4.358
C -1.559 2.140 2.650
C -0.468 2.557 1.893
C 0.079 1.696 0.968
N -0.387 0.454 0.752
C -1.435 0.053 1.485
C -2.043 0.852 2.425
H -2.549 5.961 5.156
H -1.204 4.872 3.354
H -0.030 3.536 2.020
H 0.926 1.997 0.362
H -1.801 -0.940 1.299
H -2.888 0.503 3.005
*
```

---

# C24H26AlClFIO15P

C24H26AlClFIO15P as an isolated structure at a distorted geometry (wB97M-V/def2-TZVPD, OMol25).

Electronic energy ... -95250.1659 eV
Gap between HOMO and LUMO ... 5.29 eV
Energy relative to the best compared isomer or geometry (same formula, charge and spin) ... 340.6 kJ/mol

```
! RIJCOSX wB97M-V def2-TZVPD def2/J DEFGRID3
* xyz -1 1
C 2.329 -5.542 3.328
C 1.431 -5.651 1.961
I -0.331 -6.963 2.330
C 0.930 -4.162 1.580
Al 2.384 -2.891 0.906
F 1.728 -2.143 -0.710
C 2.749 -1.507 2.372
C 2.695 0.040 1.889
C 3.984 0.529 1.041
Cl 3.837 0.257 -0.789
P 4.418 -3.898 0.387
O 4.483 -5.430 0.631
O 5.629 -3.196 1.448
O 4.870 -3.408 -1.205
H 3.380 -5.123 3.106
H 1.797 -4.747 3.995
H 2.337 -6.525 3.942
H 1.999 -6.169 1.092
H 0.095 -4.260 0.794
H 0.489 -3.699 2.548
H 3.812 -1.732 2.786
H 1.996 -1.684 3.227
H 2.692 0.686 2.869
H 1.716 0.331 1.334
H 4.996 0.116 1.435
H 4.043 1.690 1.176
H 5.373 -3.434 2.385
H 4.959 -2.410 -1.152
C -1.691 -3.631 -2.028
C -2.297 -3.385 -3.191
C -3.654 -2.774 -3.244
O -4.173 -2.543 -4.326
C -4.323 -2.473 -1.972
C -3.718 -2.723 -0.809
C -2.351 -3.308 -0.757
O -1.819 -3.506 0.322
O -4.335 -2.448 0.382
O -1.693 -3.684 -4.383
H -0.703 -4.072 -1.975
H -5.315 -2.046 -2.024
H -3.695 -2.717 1.073
H -2.331 -3.410 -5.073
C -1.331 2.333 1.232
C -2.393 3.117 1.025
C -3.457 2.740 0.050
O -4.424 3.471 -0.101
C -3.291 1.491 -0.700
C -2.228 0.708 -0.496
C -1.178 1.070 0.497
O -0.229 0.325 0.674
O -2.064 -0.456 -1.193
O -2.546 4.297 1.700
H -0.553 2.593 1.938
H -4.062 1.238 -1.417
H -1.221 -0.840 -0.866
H -3.389 4.672 1.376
C 0.199 6.466 -2.658
C 0.003 7.777 -2.504
C -0.654 8.326 -1.284
O -0.800 9.533 -1.167
C -1.108 7.377 -0.261
C -0.916 6.064 -0.416
C -0.234 5.518 -1.623
O -0.058 4.314 -1.725
O -1.339 5.167 0.533
O 0.400 8.670 -3.463
H 0.676 6.054 -3.538
H -1.599 7.787 0.612
H -1.081 4.287 0.189
H 0.150 9.551 -3.117
*
```

---

# C24H26AuF3N4O2

C24H26AuF3N4O2 as an isolated structure at a distorted geometry (wB97M-V/def2-TZVPD, OMol25).

Electronic energy ... -47206.6184 eV
Gap between HOMO and LUMO (alpha / beta) ... 5.83 / 5.83 eV
Energy relative to the best compared isomer or geometry (same formula, charge and spin) ... 118.1 kJ/mol

```
! RIJCOSX wB97M-V def2-TZVPD def2/J DEFGRID3
* xyz 0 1
Au 0.130 0.569 -0.739
C 1.948 -1.901 1.183
C 2.974 -0.809 1.512
C 2.668 0.582 0.927
N 1.265 0.882 0.996
C 0.634 1.280 2.071
C 1.321 1.618 3.264
C 0.876 1.743 4.556
C -0.388 1.489 5.079
C -1.556 1.269 4.361
C -1.749 1.328 3.002
C -0.832 1.433 1.925
N -1.225 1.571 0.687
C -2.485 2.039 0.212
C -3.095 1.175 -0.900
C -2.278 1.154 -2.206
N -1.296 0.115 -2.146
C -1.484 -1.156 -2.418
C -2.652 -1.604 -3.079
C -3.180 -2.860 -3.252
C -2.684 -4.079 -2.808
C -1.428 -4.314 -2.271
C -0.391 -3.434 -2.037
C -0.346 -2.023 -2.038
N 0.717 -1.355 -1.633
C 2.013 -1.936 -1.414
C 2.238 -2.694 -0.091
H 0.947 -1.471 1.122
H 1.946 -2.613 2.013
H 3.956 -1.119 1.152
H 3.026 -0.713 2.598
H 2.938 0.615 -0.130
H 3.284 1.328 1.443
H 2.376 1.803 3.120
H 1.630 2.018 5.282
H -0.474 1.496 6.157
H -2.444 1.082 4.954
H -2.779 1.209 2.687
H -2.297 3.036 -0.207
H -3.219 2.147 1.020
H -4.087 1.577 -1.103
H -3.215 0.148 -0.544
H -1.722 2.088 -2.301
H -2.944 1.050 -3.069
H -3.251 -0.800 -3.485
H -4.132 -2.897 -3.767
H -3.332 -4.935 -2.925
H -1.214 -5.349 -2.028
H 0.520 -3.909 -1.700
H 2.718 -1.103 -1.458
H 2.251 -2.610 -2.248
H 3.285 -3.007 -0.077
H 1.626 -3.599 -0.066
F 2.754 2.493 -2.481
C 2.626 3.556 -1.658
F 2.589 4.648 -2.439
F 3.769 3.620 -0.950
C 1.329 3.418 -0.726
O 1.420 3.878 0.392
O 0.406 2.832 -1.323
*
```

---

# C24H26AuN4OS

C24H26AuN4OS as an isolated structure at a distorted geometry (wB97M-V/def2-TZVPD, OMol25).

Electronic energy ... -47837.9961 eV
Gap between HOMO and LUMO (alpha / beta) ... 5.02 / 5.02 eV
Energy relative to the best compared isomer or geometry (same formula, charge and spin) ... 132.3 kJ/mol

```
! RIJCOSX wB97M-V def2-TZVPD def2/J DEFGRID3
* xyz 1 1
Au 0.565 -1.183 0.175
C 3.584 -1.344 -0.807
N 2.711 -1.392 0.323
C 3.120 -1.538 1.537
C 2.184 -1.612 2.584
C 2.316 -1.550 3.989
C 1.038 -1.539 4.499
C 0.158 -1.623 3.393
N 0.842 -1.669 2.267
C 3.293 -2.512 -1.723
C 3.730 -3.782 -1.359
C 3.596 -4.838 -2.241
C 2.998 -4.639 -3.476
C 2.503 -3.387 -3.814
C 2.636 -2.328 -2.932
H 4.636 -1.373 -0.497
H 3.397 -0.410 -1.345
H 4.182 -1.582 1.774
H 3.242 -1.488 4.529
H 0.740 -1.474 5.526
H -0.914 -1.674 3.406
H 4.198 -3.936 -0.399
H 3.963 -5.816 -1.970
H 2.913 -5.460 -4.174
H 2.025 -3.238 -4.769
H 2.257 -1.353 -3.198
C -4.416 2.456 -1.276
C -4.169 1.839 0.098
N -3.618 0.499 -0.014
C -4.541 -0.613 0.067
C -4.801 -1.027 1.515
C -2.315 0.356 -0.209
S -1.716 -1.290 -0.376
N -1.583 1.437 -0.266
C -0.299 1.624 -0.539
O 0.538 0.772 -0.927
C 0.146 3.026 -0.352
C -0.774 4.069 -0.249
C -0.335 5.349 0.023
C 1.018 5.604 0.188
C 1.941 4.575 0.057
C 1.509 3.293 -0.220
H -4.859 3.441 -1.166
H -5.094 1.839 -1.861
H -3.477 2.552 -1.813
H -5.099 1.780 0.662
H -3.454 2.453 0.654
H -4.126 -1.461 -0.484
H -5.474 -0.310 -0.413
H -3.879 -1.368 1.979
H -5.521 -1.841 1.533
H -5.202 -0.197 2.093
H -1.824 3.872 -0.388
H -1.055 6.148 0.113
H 1.352 6.605 0.417
H 2.996 4.773 0.179
H 2.219 2.485 -0.323
*
```

---

# C24H26BN2O

A 2-piece molecular cluster, C24H26BN2O overall at a distorted geometry (wB97M-V/def2-TZVPD, OMol25).

Electronic energy ... -31004.5444 eV
Gap between HOMO and LUMO ... 5.69 eV
Energy relative to the best compared isomer or geometry (same formula, charge and spin) ... 70.5 kJ/mol

```
! RIJCOSX wB97M-V def2-TZVPD def2/J DEFGRID3
* xyz 1 1
C 7.311 -3.356 -1.286
C 6.118 -3.458 -2.021
C 5.274 -2.355 -2.166
C 5.686 -1.154 -1.588
O 4.836 -0.049 -1.567
C 3.503 -0.338 -1.244
C 3.055 -0.056 0.044
C 1.793 -0.471 0.451
C 0.855 -0.884 -0.497
C -0.611 -0.740 -0.138
C -1.586 -1.806 -0.638
C -2.940 -1.771 -0.275
C -3.850 -2.623 -0.918
C -3.452 -3.324 -2.068
C -2.100 -3.346 -2.432
C -1.165 -2.757 -1.572
C 1.292 -1.089 -1.812
C 2.624 -0.877 -2.184
C 6.897 -1.015 -0.881
C 7.685 -2.146 -0.679
H 7.966 -4.227 -1.217
H 5.796 -4.386 -2.505
H 4.321 -2.396 -2.705
H 3.774 0.420 0.720
H 1.493 -0.420 1.495
H -0.726 -0.595 0.952
H -3.257 -1.095 0.531
H -4.845 -2.744 -0.492
H -4.196 -3.809 -2.697
H -1.783 -3.882 -3.336
H -0.102 -2.995 -1.658
H 0.611 -1.372 -2.616
H 2.997 -1.119 -3.187
H 7.133 -0.040 -0.446
H 8.579 -2.086 -0.050
H -0.877 0.177 -0.681
B -2.163 3.786 1.379
H -1.289 3.342 2.020
H -2.181 3.977 0.218
C -3.477 3.412 1.983
N -3.980 4.631 2.391
C -3.226 5.830 2.125
C -5.145 4.453 3.052
C -5.360 3.096 3.111
N -4.271 2.479 2.511
C -4.064 1.024 2.408
H -3.775 6.774 2.263
H -2.307 5.895 2.733
H -2.884 5.755 1.069
H -5.753 5.248 3.438
H -6.166 2.488 3.475
H -4.917 0.584 2.965
H -4.045 0.693 1.348
H -3.107 0.713 2.873
*
```

---

# C24H26CdN6O2

C24H26CdN6O2 as an isolated structure at a distorted geometry (wB97M-V/def2-TZVPD, OMol25).

Electronic energy ... -42911.7911 eV
Gap between HOMO and LUMO ... 6.79 eV

```
! RIJCOSX wB97M-V def2-TZVPD def2/J DEFGRID3
* xyz 0 1
Cd -0.079 0.011 -0.009
O -1.222 3.893 1.234
C -0.933 2.707 1.069
N -0.742 2.009 -0.043
C -0.938 2.455 -1.357
C -1.060 3.795 -1.724
C -1.247 4.155 -3.050
C -1.317 3.181 -4.033
C -1.200 1.840 -3.698
C -1.009 1.448 -2.373
N -0.882 0.116 -1.952
C -1.231 -0.964 -2.638
O -1.617 -1.083 -3.802
C -1.181 -2.239 -1.785
C -1.587 -3.433 -2.372
C -1.613 -4.590 -1.618
C -1.240 -4.529 -0.282
C -0.845 -3.308 0.227
N -0.807 -2.189 -0.497
C -0.809 1.834 2.326
C -1.100 2.408 3.559
C -1.057 1.631 4.700
C -0.715 0.289 4.589
C -0.426 -0.205 3.333
N -0.470 0.539 2.228
H -1.015 4.545 -0.949
H -1.341 5.201 -3.313
H -1.468 3.463 -5.068
H -1.263 1.075 -4.456
H -1.879 -3.411 -3.412
H -1.924 -5.530 -2.057
H -1.255 -5.403 0.355
H -0.551 -3.220 1.268
H -1.363 3.456 3.581
H -1.288 2.057 5.668
H -0.676 -0.360 5.453
H -0.146 -1.245 3.202
C 5.715 -2.833 0.279
C 5.335 -1.647 1.166
N 4.435 -0.692 0.526
C 5.032 0.339 -0.320
C 4.965 0.023 -1.816
C 3.086 -0.806 0.595
C 2.515 -1.911 1.450
N 2.256 -0.015 0.001
H 6.304 -3.547 0.856
H 6.311 -2.511 -0.574
H 4.829 -3.342 -0.099
H 6.238 -1.108 1.449
H 4.883 -2.007 2.088
H 6.071 0.445 -0.016
H 4.545 1.297 -0.113
H 5.542 -0.872 -2.044
H 5.374 0.854 -2.392
H 3.940 -0.146 -2.141
H 2.781 -1.763 2.497
H 2.871 -2.890 1.132
H 1.436 -1.875 1.350
H 2.689 0.722 -0.540
*
```